(one)
ORCA calculation (wB97M-V/def2-TZVPD) on a single C21H25N5O4 molecule.

The geometry in XYZ format:
```
55
C21H25N5O4 wB97M-V/def2-TZVPD
C -3.21 -2.35 0.45
O -2.26 -2.77 1.41
C -0.94 -2.74 1.08
C -0.06 -3.18 2.07
C 1.30 -3.21 1.83
C 1.81 -2.78 0.62
C 0.94 -2.31 -0.36
C 1.52 -1.79 -1.62
O 2.44 -2.31 -2.20
C 0.91 -0.47 -2.10
N 0.55 0.39 -1.00
C 1.25 0.79 0.10
N 2.56 0.54 0.34
C 3.09 1.04 1.61
C 4.04 2.23 1.39
C 3.66 2.95 0.10
C 3.87 2.02 -1.10
C 3.58 0.57 -0.69
N 0.47 1.40 0.99
C -0.76 1.40 0.46
C -0.77 0.78 -0.77
C -1.95 0.58 -1.53
O -2.07 -0.03 -2.58
N -3.06 1.16 -0.89
C -4.35 1.06 -1.57
C -3.09 1.81 0.33
O -4.12 2.26 0.78
N -1.89 1.91 1.01
C -1.85 2.55 2.31
C -0.44 -2.30 -0.14
H -4.18 -2.49 0.93
H -3.16 -2.96 -0.46
H -3.07 -1.30 0.19
H -0.47 -3.51 3.01
H 1.97 -3.56 2.60
H 2.87 -2.80 0.42
H 1.60 0.02 -2.80
H -0.01 -0.69 -2.65
H 3.61 0.22 2.10
H 2.24 1.34 2.22
H 3.98 2.91 2.23
H 5.07 1.89 1.31
H 4.24 3.86 -0.02
H 2.61 3.24 0.16
H 3.22 2.32 -1.92
H 4.91 2.08 -1.45
H 4.47 0.11 -0.25
H 3.30 -0.03 -1.55
H -4.73 2.06 -1.77
H -5.06 0.53 -0.93
H -4.19 0.52 -2.50
H -2.84 2.95 2.52
H -1.56 1.83 3.07
H -1.11 3.35 2.29
H -1.10 -1.97 -0.93
```

- frontier orbital gap (eV) = 8.18
- HOMO energy (eV) = -7.8335

---

(two)
ORCA calculation (wB97M-V/def2-TZVPD) on a molecular structure, C21H25N5O4.

The geometry in XYZ format:
```
55
C21H25N5O4 wB97M-V/def2-TZVPD
C -2.39 -2.92 2.35
C -2.79 -2.90 0.75
C -1.82 -3.72 -0.14
C -0.29 -3.04 -0.09
N -0.04 -1.59 -0.63
C -0.29 -1.27 -1.74
O -0.50 -2.03 -2.51
C -0.07 0.00 -2.14
C 1.15 0.59 -1.95
C 1.28 2.10 -2.21
O 2.31 2.49 -1.82
N 0.28 2.63 -2.52
C -0.96 2.32 -2.94
C -2.20 2.96 -3.17
C -3.28 2.40 -3.48
C -3.60 1.19 -3.06
C -2.55 0.46 -2.80
C -1.28 0.94 -2.49
H -2.77 -0.88 -2.62
H -4.63 0.69 -3.21
H -4.11 3.03 -3.76
H -2.01 4.08 -3.18
H 0.23 3.69 -2.64
H 1.85 0.14 -1.48
C 0.08 -0.91 0.45
C 1.15 -0.47 1.05
N 2.31 -1.12 0.74
H 3.13 -1.11 0.99
H 2.12 -1.78 0.13
N 1.35 0.62 2.02
C 0.38 1.33 2.37
O 0.67 2.29 3.10
N -0.84 1.21 1.73
C -1.04 0.36 0.73
O -2.16 0.32 0.26
H -1.65 1.74 2.03
C 2.80 0.70 2.51
C 3.43 1.77 1.88
C 4.97 1.81 2.38
H 5.59 2.40 1.88
H 5.35 1.02 2.48
H 4.83 2.40 3.57
H 3.77 1.25 0.79
H 3.20 2.76 1.56
H 2.62 1.27 3.60
H 3.09 -0.12 2.74
H 0.09 -3.01 0.91
H 0.26 -3.52 -0.84
H -2.04 -3.69 -1.12
H -1.60 -4.69 0.38
H -3.67 -3.44 0.71
H -2.78 -1.92 0.53
H -3.19 -2.67 2.79
H -2.21 -3.87 2.63
H -1.53 -2.28 2.50
```

- frontier orbital gap (eV) = 8.90
- HOMO energy (eV) = -8.4061

---

Verdict on stability: (two) comes out at the bottom.

---

(one)
ORCA calculation (wB97M-V/def2-TZVPD) on 2 unconnected molecules or ions with the total composition C3H10NOS.

The geometry in XYZ format:
```
16
C3H10NOS wB97M-V/def2-TZVPD
C 0.45 1.35 0.60
C 1.27 0.24 -0.17
C 0.38 -0.60 -1.12
S -0.72 -1.95 -0.40
N 1.99 -0.69 0.67
H -0.06 2.01 -0.12
H -0.39 0.78 1.14
H 1.22 1.88 1.27
H 2.05 0.94 -0.76
H 0.92 -1.09 -2.04
H -0.35 0.24 -1.46
H 1.34 -1.46 0.84
H 2.26 -0.31 1.58
H -3.61 -0.66 0.74
H -2.97 -0.42 -0.63
O -3.77 -0.26 -0.16
```

- frontier orbital gap (alpha / beta) (eV) = 10.05 / 6.74
- HOMO energy (alpha / beta) (eV) = -9.3418 / -9.2768
- <S²> = 0.753
- spin multiplicity = 2

---

(two)
ORCA calculation (wB97M-V/def2-TZVPD) on 2 unconnected molecules or ions with the total composition C3H10NOS.

The geometry in XYZ format:
```
16
C3H10NOS wB97M-V/def2-TZVPD
C 1.65 -1.07 -0.72
S 2.06 -0.85 1.01
C 0.52 0.09 1.46
H 1.29 -0.22 -1.28
H 0.78 -1.76 -0.83
H 2.51 -1.63 -1.18
H 0.68 0.79 2.28
H 0.16 0.76 0.60
H -0.17 -0.78 1.73
N -2.64 1.86 -1.17
C -2.13 0.71 -0.46
O -1.12 -0.04 -1.10
H -3.19 2.42 -0.55
H -3.00 1.80 -2.11
H -1.75 0.86 0.71
H -3.10 0.22 -0.27
```

- frontier orbital gap (alpha / beta) (eV) = 8.99 / 6.25
- HOMO energy (alpha / beta) (eV) = -8.2074 / -8.2013
- <S²> = 0.757
- spin multiplicity = 2

---

Verdict on stability: (two) comes out at the bottom.

---

(one)
ORCA calculation (wB97M-V/def2-TZVPD) on a gas-phase ion, C6H6N (charge +1).

The geometry in XYZ format:
```
13
C6H6N wB97M-V/def2-TZVPD
C 1.67 -0.45 -0.03
C 1.33 0.88 0.03
C 0.02 1.42 -0.11
N -0.88 0.43 0.01
C -0.76 -0.84 0.06
C 0.73 -1.49 -0.03
C -2.11 -0.35 0.04
H 2.70 -0.63 0.04
H 2.22 1.55 0.14
H -0.22 2.51 0.09
H 0.73 -2.62 -0.22
H -2.79 -0.22 -0.91
H -2.64 -0.20 0.89
```

- frontier orbital gap (eV) = 9.77
- HOMO energy (eV) = -14.6267
- charge = +1

---

(two)
ORCA calculation (wB97M-V/def2-TZVPD) on a gas-phase ion, C6H6N (charge +1).

The geometry in XYZ format:
```
13
C6H6N wB97M-V/def2-TZVPD
C -1.39 1.48 0.52
C -1.28 1.39 -0.90
C -0.69 0.68 1.35
C -0.67 0.69 -1.84
C 0.71 -0.93 0.17
C 1.69 -1.78 -0.38
N 0.02 -0.35 0.90
H -2.03 2.26 1.01
H -1.54 2.20 -1.66
H -0.89 0.47 2.41
H 2.63 -1.25 -0.85
H 2.32 -2.38 0.39
H 1.12 -2.47 -1.14
```

- frontier orbital gap (eV) = 8.89
- HOMO energy (eV) = -14.1526
- charge = +1

---

(three)
ORCA calculation (wB97M-V/def2-TZVPD) on 2 unconnected molecules or ions with the total composition C6H6N.

The geometry in XYZ format:
```
13
C6H6N wB97M-V/def2-TZVPD
C -2.76 0.84 0.59
C -1.97 1.05 -0.40
C 0.92 -1.10 -1.15
C 1.05 0.26 -1.28
C -1.24 1.33 -1.38
C 1.63 -0.55 1.28
N 1.28 -0.45 -0.06
H -3.45 0.47 1.26
H 0.52 -2.04 -1.53
H -1.23 1.89 -2.29
H 1.83 0.43 1.78
H 2.64 -1.18 1.46
H 0.78 -0.95 1.72
```

- frontier orbital gap (alpha / beta) (eV) = 6.24 / 5.99
- HOMO energy (alpha / beta) (eV) = -12.2989 / -12.1857
- charge = +1

---

(four)
ORCA calculation (wB97M-V/def2-TZVPD) on a molecular structure, C6H6N.

The geometry in XYZ format:
```
13
C6H6N wB97M-V/def2-TZVPD
C 1.86 0.40 0.42
C 1.07 1.40 0.23
C -1.27 -0.83 0.21
C -0.08 -0.60 -0.35
C 1.90 -1.00 -0.06
C -1.48 0.67 0.31
N -0.14 0.92 -0.40
H -1.83 -1.73 0.24
H 2.27 -1.22 -0.95
H 1.79 -1.69 0.77
H -2.24 1.18 -0.25
H -1.48 1.23 1.20
H -0.38 1.27 -1.37
```

- frontier orbital gap (alpha / beta) (eV) = 8.11 / 8.49
- HOMO energy (alpha / beta) (eV) = -14.5703 / -14.8487
- charge = +1

---

Verdict on stability: (three) comes out at the bottom.

---

(one)
ORCA calculation (wB97M-V/def2-TZVPD) on 3 unconnected molecules or ions with the total composition C6H18O2.

The geometry in XYZ format:
```
26
C6H18O2 wB97M-V/def2-TZVPD
C -1.93 1.55 0.52
C -1.22 0.31 1.14
C 0.30 0.42 1.29
C 1.00 -0.57 0.35
C 2.52 -0.30 0.52
C 0.68 -2.10 0.57
H -1.23 2.14 -0.05
H -2.84 1.23 0.10
H -2.12 2.31 1.41
H -1.57 -0.65 0.66
H -1.65 0.24 2.11
H 0.59 0.27 2.35
H 0.74 1.39 0.96
H 0.70 -0.35 -0.70
H 2.88 0.70 0.11
H 3.11 -1.14 0.16
H 2.83 -0.36 1.50
H -0.07 -2.21 1.37
H 0.16 -2.38 -0.32
H 1.55 -2.63 0.95
O -0.25 1.23 -3.33
H 0.36 1.86 -2.86
H 0.50 0.65 -3.52
O -1.76 -0.86 -1.54
H -1.78 -0.77 -2.52
H -1.48 0.01 -1.22
```

- frontier orbital gap (eV) = 10.87
- HOMO energy (eV) = -10.4392

---

(two)
ORCA calculation (wB97M-V/def2-TZVPD) on 3 unconnected molecules or ions with the total composition C6H18O2.

The geometry in XYZ format:
```
26
C6H18O2 wB97M-V/def2-TZVPD
C -2.46 -0.38 -0.23
C -1.53 -0.14 1.01
C -0.42 0.86 0.70
C 0.92 0.15 0.47
C 1.92 1.25 0.01
C 1.53 -0.69 1.64
H -2.96 -1.28 -0.32
H -3.10 0.52 -0.28
H -1.77 -0.32 -1.04
H -1.11 -1.07 1.33
H -2.16 0.32 1.85
H -0.16 1.70 1.48
H -0.74 1.40 -0.09
H 0.74 -0.60 -0.24
H 2.73 1.30 0.76
H 1.44 2.12 -0.15
H 2.48 0.85 -0.90
H 0.72 -1.47 1.92
H 2.51 -1.13 1.37
H 1.58 0.03 2.46
O -0.27 1.00 -2.37
H 0.27 1.71 -2.84
H -0.81 1.26 -1.61
O -0.05 -2.62 -1.49
H -0.03 -1.92 -2.16
H 0.74 -2.85 -1.28
```

- frontier orbital gap (eV) = 10.92
- HOMO energy (eV) = -10.2319

---

Verdict on stability: (two) comes out at the bottom.